This record from the OMol25 dataset describes a single C3H6ClP molecule. The level of theory is ωB97M-V with the def2-TZVPD basis set.

- HOMO-LUMO gap (eV) = 8.91
- structure (SMILES) = [H]/P=C(\Cl)CC
- ΔE to the lowest compared entry with this formula, charge and spin (eV) = 0.828
- E_HOMO (Ha) = -0.328

```
! RIJCOSX wB97M-V def2-TZVPD def2/J DEFGRID3
* xyz 0 1
C -0.741 -0.666 -0.417
C 1.140 0.784 0.419
C -0.321 0.729 -0.089
P -1.628 -1.582 0.733
Cl -0.225 -1.324 -1.895
H 1.770 0.794 -0.539
H 1.441 0.058 1.168
H 1.530 1.775 0.812
H -0.968 1.041 0.680
H -0.372 1.239 -0.994
H -1.625 -2.847 0.121
*
```